#one
{"formula": "C4H11N2", "method": "the ωB97M-V functional and the def2-TZVPD basis", "species": ["N", "N", "C", "C", "C", "C", "H", "H", "H", "H", "H", "H", "H", "H", "H", "H", "H"], "coordinates": [[1.4191, -0.6551, 0.1233], [0.5697, 1.1842, -0.7512], [1.3043, 0.8327, 0.4489], [-1.6671, 0.5314, 0.5253], [0.1070, -1.0958, -0.3890], [-0.8750, 0.1298, -0.6474], [0.2967, 2.1684, -0.7638], [0.8183, 0.9506, 1.4194], [-2.3105, -0.3358, 0.6262], [-1.4056, 0.3503, -1.6295], [1.6368, -1.1246, 0.9920], [-0.5089, -1.6922, 0.2659], [-2.4703, 1.3242, 0.3469], [0.1355, -1.4719, -1.4193], [-1.1811, 0.8201, 1.3923], [2.0327, -0.8572, -0.5534], [2.1504, 1.4117, 0.4665]], "smiles": "C[C@@H]1C[NH2+]CN1", "total_charge": 1, "gap_ev": 10.7201}

#two
{"formula": "C4H11N2", "method": "the ωB97M-V functional and the def2-TZVPD basis", "species": ["N", "N", "C", "C", "C", "C", "H", "H", "H", "H", "H", "H", "H", "H", "H", "H", "H"], "coordinates": [[1.2843, -1.0162, 0.9189], [-2.1531, 0.1227, -1.0777], [0.2939, -0.3087, -1.2927], [0.2783, 1.3146, 0.7897], [0.4286, -0.0508, 0.2050], [-1.1215, -0.7368, -0.8513], [2.1473, -1.0382, 0.5510], [1.2638, -0.7019, 1.9357], [0.9182, 2.2642, 0.4942], [-0.8090, 1.7421, 0.5619], [-1.1079, -1.6457, -0.3170], [-3.0327, -0.0575, -0.5093], [0.9729, -1.0915, -1.7860], [-2.2763, 0.9101, -1.8181], [0.8583, -1.9481, 0.7955], [0.3098, 0.4945, -1.8594], [0.3636, 1.2406, 1.8943]], "total_charge": 1, "gap_ev": 8.3830}

#three
{"formula": "C4H11N2", "method": "the ωB97M-V functional and the def2-TZVPD basis", "species": ["N", "N", "C", "C", "C", "C", "H", "H", "H", "H", "H", "H", "H", "H", "H", "H", "H"], "coordinates": [[2.1088, -1.0196, 0.1717], [-1.3681, 0.4642, -0.0250], [1.0571, 1.3243, -0.0652], [-2.0260, -0.8617, -0.0216], [1.2203, -0.1211, -0.4382], [-0.0071, 0.4205, 0.5143], [-2.9704, -0.8216, -0.5596], [0.0456, 0.1414, 1.5526], [2.5983, -0.6277, 0.9656], [0.7623, 2.0092, -0.8504], [1.7544, 1.7735, 0.6270], [-1.3247, 0.8165, -0.9900], [-1.9326, 1.1313, 0.5209], [2.7588, -1.4467, -0.4714], [-2.2168, -1.1847, 1.0008], [0.9076, -0.4125, -1.4332], [-1.3677, -1.5852, -0.4984]], "smiles": "C[NH2+][C@@H]1C[C@H]1N", "total_charge": 1, "gap_ev": 9.5031}

Least stable of them? #two.

#one
{"formula": "C4H11N2", "method": "the ωB97M-V functional and the def2-TZVPD basis", "species": ["N", "N", "C", "C", "C", "C", "H", "H", "H", "H", "H", "H", "H", "H", "H", "H", "H"], "coordinates": [[-0.0004, -4.5493, -0.6427], [-0.3735, 2.2451, -2.2625], [0.3336, 0.8384, 1.2037], [0.2240, 1.2921, -1.3444], [-0.0737, 1.5294, 0.0117], [0.0840, 1.2472, 2.6111], [0.2672, 2.9842, -2.5974], [-0.3989, 2.2275, 2.4705], [0.8827, 0.5304, -1.6464], [-1.0152, 2.0849, 0.0928], [-0.5793, -4.1337, -1.3626], [1.0494, 1.4658, 3.1051], [-0.6054, -4.9541, 0.1211], [-0.9615, 1.7829, -3.0144], [1.0001, 0.0193, 0.9849], [0.7251, -5.2169, -0.9728], [-0.5580, 0.6068, 3.2425]], "total_charge": 1, "gap_ev": 5.1749}

#two
{"formula": "C4H11N2", "method": "the ωB97M-V functional and the def2-TZVPD basis", "species": ["N", "N", "C", "C", "C", "C", "H", "H", "H", "H", "H", "H", "H", "H", "H", "H", "H"], "coordinates": [[-0.2567, 1.9895, -2.2973], [-1.1278, 0.9091, 4.4647], [0.5706, 1.1864, -1.4981], [0.1652, -0.1026, -1.3100], [0.7297, -1.1554, -0.6059], [0.6438, -2.5652, -1.0005], [1.5634, -3.0700, -0.7012], [-0.6870, 2.7104, -1.7289], [0.1354, 2.4518, -3.1042], [-1.1624, 0.5793, 3.5214], [1.2593, -0.9947, 0.3305], [-0.7566, -0.2944, -1.8608], [-1.9540, 0.6665, 4.9710], [1.5194, 1.6287, -1.2028], [-0.9088, 1.8823, 4.5323], [-0.1721, -3.0665, -0.4577], [0.4386, -2.7551, -2.0525]], "total_charge": 1, "gap_ev": 5.2015}

Least stable of them? #one.

#one
{"formula": "C3H10N5", "method": "the ωB97M-V functional and the def2-TZVPD basis", "species": ["N", "N", "N", "N", "N", "C", "C", "C", "H", "H", "H", "H", "H", "H", "H", "H", "H", "H"], "coordinates": [[0.2804, -1.0398, 0.2478], [-0.1036, 1.5299, 0.4874], [-0.8690, -0.5193, -0.1722], [4.2023, 0.4830, 0.4016], [3.0403, 0.5936, 0.5195], [-1.1364, 0.7915, 0.0814], [-2.5117, 1.3559, -0.1128], [0.4240, -2.4338, -0.1727], [-0.0174, -3.1193, 0.6779], [-1.5376, -1.1574, -0.5902], [-0.3773, 2.4466, 0.3815], [-2.8346, 1.7756, 0.7743], [1.4877, -2.5362, -0.3034], [0.7802, 1.0665, 0.4542], [4.9924, 0.6891, -0.2076], [-0.0209, -2.6706, -1.1523], [-2.5825, 2.1727, -0.8685], [-3.2163, 0.5719, -0.4460]], "total_charge": 1, "gap_ev": [9.7643, 5.7089]}

#two
{"formula": "C3H10N5", "method": "the ωB97M-V functional and the def2-TZVPD basis", "species": ["N", "N", "N", "N", "N", "C", "C", "C", "H", "H", "H", "H", "H", "H", "H", "H", "H", "H"], "coordinates": [[-0.4012, 1.3798, 0.9429], [0.2600, 1.2131, -2.1484], [-0.2960, 2.2920, -1.6946], [0.5408, 0.2389, -1.3529], [-0.4019, 0.4053, 1.5264], [-0.1372, -0.6141, 2.2629], [1.0877, -0.9216, -2.0629], [-1.0480, -1.3795, 3.1244], [-1.2928, -2.2835, 2.6146], [-1.8792, -0.8574, 3.4193], [2.0759, -1.1025, -1.7031], [-0.5036, -1.5630, 4.0882], [0.4293, -1.7197, -1.8087], [-0.5403, 3.1210, -2.2286], [-0.5037, 2.3442, -0.6350], [1.2829, -0.7135, -3.1031], [0.6908, -1.0957, 1.8356], [0.6365, 1.2561, -3.0771]], "total_charge": 1, "gap_ev": 6.4086}

#three
{"formula": "C3H10N5", "method": "the ωB97M-V functional and the def2-TZVPD basis", "species": ["N", "N", "N", "N", "N", "C", "C", "C", "H", "H", "H", "H", "H", "H", "H", "H", "H", "H"], "coordinates": [[2.3174, -0.2091, 1.0348], [1.2110, 1.3208, -0.3630], [-0.6484, -0.0117, -0.7403], [-0.1109, 1.3282, -0.9724], [1.3162, 0.2608, 0.5109], [-0.4503, -0.9335, -1.8412], [-0.8383, 0.0347, 1.8252], [-0.1323, -0.4191, 0.5242], [-0.8930, -0.4529, -2.5616], [2.0931, 1.4270, -0.9069], [-0.6715, -0.5056, 2.8042], [0.1026, -1.5267, 0.5250], [-0.6006, 1.0262, 2.0573], [-0.6251, 2.1068, -0.7188], [-1.1104, -1.6826, -1.6244], [-1.9227, -0.0949, 1.5998], [3.2542, 0.1809, 0.8417], [0.5520, -1.3030, -2.0760]], "smiles": "[H]/N=[N+]1\\NNN(C)[C@@H]1C", "total_charge": 1, "gap_ev": [9.4830, 9.4824]}

Least stable of them? #three.

#one
{"formula": "C5H13NO", "method": "the ωB97M-V functional and the def2-TZVPD basis", "species": ["O", "N", "C", "C", "C", "C", "C", "H", "H", "H", "H", "H", "H", "H", "H", "H", "H", "H", "H", "H"], "coordinates": [[2.0109, -0.2138, -0.5758], [1.1007, -0.6024, 0.4774], [-1.3370, -0.8782, -0.1456], [-0.4364, 1.5573, -0.1003], [-0.5197, 0.2008, 0.5824], [1.6929, -0.7393, -1.8473], [-0.7645, 0.2765, 2.0744], [2.4812, -0.6409, -2.5224], [0.8316, -0.0511, -2.3386], [1.5793, -1.7809, -1.8480], [0.1330, 0.7071, 2.6168], [-2.4030, -0.7682, 0.1089], [1.4530, -0.0639, 1.2309], [-1.7003, 0.7885, 2.2293], [-1.2968, 1.7350, -0.7824], [-0.2388, 2.4396, 0.5102], [-1.1024, -0.7156, -1.2431], [0.1821, 1.4851, -0.9595], [-0.9628, -1.8306, 0.1864], [-0.7029, -0.9050, 2.3464]], "smiles": "CONC(C)(C)C", "total_charge": 0, "gap_ev": 9.3551}

#two
{"formula": "C5H13NO", "method": "the ωB97M-V functional and the def2-TZVPD basis", "species": ["O", "N", "C", "C", "C", "C", "C", "H", "H", "H", "H", "H", "H", "H", "H", "H", "H", "H", "H", "H"], "coordinates": [[-0.1713, -0.8849, 3.0910], [0.2631, -2.6910, 1.8374], [1.5352, -0.6211, 1.4359], [-0.3294, 0.7548, -1.2335], [-0.0329, 2.2485, -1.0248], [0.5217, -1.4009, 2.2354], [-1.6182, 0.5404, -2.0646], [1.9664, -1.1595, 0.6064], [-0.4821, 0.1980, -0.3081], [-2.2939, 1.3958, -2.0159], [-0.5969, -3.0714, 2.2028], [1.0372, 2.4338, -0.9973], [2.3944, -0.4411, 2.0920], [-0.4475, 2.8102, -1.8517], [0.4250, 0.1756, -1.7656], [1.1052, 0.3700, 1.3628], [-2.2043, -0.2879, -1.6802], [-0.4492, 2.5530, -0.0727], [-1.4764, 0.3663, -3.1362], [0.8537, -3.2886, 1.2870]], "smiles": "CC(N)=O.CCC", "total_charge": 0, "gap_ev": 10.7284}

Least stable of them? #one.